{
  "formula": "C17H20N5O6W",
  "method": "ωB97M-V/def2-TZVPD",
  "lumo_ev": -12.1,
  "charge": 3,
  "homo_lumo_gap_ev": 6.7319,
  "e_homo_ev": -18.79,
  "energy_ha": -1451.11661,
  "elements": ["W", "O", "C", "C", "N", "C", "C", "O", "O", "C", "C", "O", "O", "H", "H", "H", "H", "H", "H", "H", "H", "H", "N", "C", "C", "C", "C", "C", "C", "C", "H", "H", "H", "H", "C", "N", "C", "C", "O", "N", "C", "N", "H", "H", "H", "H", "H", "H", "H"],
  "coordinates": [[0.54, 0.25, 0.70], [1.82, -1.21, 2.08], [3.23, -1.27, 1.80], [3.65, 0.14, 1.50], [2.83, 0.73, 0.38], [3.25, 0.19, -0.92], [2.45, -1.06, -1.20], [2.73, -2.01, -1.82], [1.19, -0.93, -0.55], [2.90, 2.21, 0.52], [1.98, 2.61, 1.64], [1.90, 3.63, 2.20], [1.07, 1.52, 1.91], [1.64, -1.46, 3.00], [3.39, -1.97, 0.98], [3.78, -1.65, 2.66], [4.71, 0.20, 1.23], [3.50, 0.75, 2.39], [4.31, -0.06, -0.94], [3.05, 0.91, -1.71], [2.57, 2.69, -0.40], [3.91, 2.55, 0.75], [-4.28, 4.72, -2.19], [-3.39, 4.10, -1.82], [-2.31, 3.28, -1.36], [-1.20, 3.06, -2.19], [-0.17, 2.24, -1.78], [-0.24, 1.67, -0.51], [-1.32, 1.95, 0.36], [-2.38, 2.72, -0.08], [-1.16, 3.52, -3.17], [0.65, 2.04, -2.45], [-1.37, 1.59, 1.38], [-3.21, 2.94, 0.57], [-3.78, -4.07, -0.42], [-2.87, -2.97, -0.07], [-2.29, -2.78, 1.26], [-1.46, -1.58, 0.97], [-0.68, -0.93, 1.80], [-1.54, -1.16, -0.24], [-2.39, -2.05, -0.89], [-2.67, -1.95, -2.16], [-4.19, -4.48, 0.49], [-3.25, -4.86, -0.96], [-4.60, -3.69, -1.02], [-1.68, -3.64, 1.58], [-3.04, -2.60, 2.03], [-2.28, -1.20, -2.71], [-3.27, -2.61, -2.63]]
}

***

{
  "formula": "C28H32N5O3RuSSe2",
  "method": "ωB97M-V/def2-TZVPD",
  "lumo_ev": [-0.8, -1.1],
  "homo_lumo_gap_ev": [5.8370, 5.1310],
  "e_homo_ev": [-6.59, -6.26],
  "energy_ha": -6881.61162,
  "spin_multiplicity": 2,
  "elements": ["Ru", "N", "C", "N", "C", "N", "N", "C", "C", "C", "C", "C", "C", "N", "C", "C", "C", "C", "C", "C", "H", "H", "H", "H", "H", "H", "H", "H", "H", "H", "H", "O", "C", "C", "C", "O", "C", "Se", "C", "Se", "H", "H", "H", "H", "H", "H", "H", "H", "H", "H", "S", "C", "C", "C", "C", "C", "C", "H", "H", "H", "H", "H", "C", "C", "C", "O", "H", "H", "H", "H", "H", "H"],
  "coordinates": [[0.41, 0.31, 0.64], [-3.86, 0.89, -0.24], [-2.73, 0.44, 0.31], [-1.59, 0.39, -0.31], [-1.51, 0.84, -1.62], [-0.42, 0.70, -2.31], [0.50, 0.08, -1.48], [1.35, -0.73, -1.96], [1.81, -1.73, -0.98], [2.70, -2.74, -1.30], [2.92, -3.74, -0.37], [2.22, -3.71, 0.82], [1.37, -2.64, 1.08], [1.17, -1.66, 0.21], [-2.70, 1.40, -2.25], [-2.70, 1.90, -3.55], [-3.87, 2.37, -4.12], [-5.06, 2.35, -3.38], [-5.08, 1.86, -2.09], [-3.89, 1.38, -1.53], [-4.70, 0.89, 0.32], [-2.77, 0.10, 1.34], [1.54, -0.82, -3.02], [3.20, -2.73, -2.26], [3.62, -4.54, -0.58], [2.34, -4.48, 1.57], [0.82, -2.55, 2.01], [-1.77, 1.91, -4.10], [-3.86, 2.76, -5.13], [-5.97, 2.71, -3.83], [-5.99, 1.85, -1.52], [2.99, 2.88, 3.56], [1.66, 2.41, 3.75], [1.69, 1.01, 4.34], [2.27, 1.18, 5.75], [2.60, -0.04, 6.41], [0.25, 0.50, 4.46], [-0.56, -0.26, 2.82], [2.52, 0.00, 3.53], [2.69, 0.33, 1.60], [3.00, 3.41, 2.76], [1.08, 2.42, 2.84], [1.15, 3.08, 4.47], [1.58, 1.76, 6.36], [3.21, 1.73, 5.67], [1.81, -0.58, 6.46], [-0.40, 1.30, 4.82], [0.18, -0.33, 5.16], [2.05, -0.98, 3.62], [3.52, -0.09, 3.94], [0.04, 2.69, 0.60], [-1.63, 3.17, 0.93], [-2.30, 2.87, 2.12], [-3.59, 3.31, 2.35], [-4.26, 4.07, 1.40], [-3.60, 4.39, 0.22], [-2.31, 3.95, -0.01], [-1.78, 2.27, 2.87], [-4.08, 3.06, 3.29], [-5.26, 4.43, 1.59], [-4.10, 5.00, -0.53], [-1.80, 4.20, -0.94], [2.27, 3.76, -2.46], [2.93, 2.55, -1.86], [3.97, 1.84, -2.70], [2.63, 2.14, -0.77], [3.02, 4.50, -2.78], [1.59, 4.20, -1.74], [1.71, 3.47, -3.36], [4.70, 2.55, -3.10], [3.49, 1.37, -3.56], [4.47, 1.08, -2.10]]
}

***

Across the entries above, relative energy (zero: lowest compared OMol25 entry of this formula, charge and spin) takes the values 0.1 42.3 kcal per mole, respectively.